[1]
Density functional theory data (ωB97M-V/def2-TZVPD) for a cluster of 2 separate species, C30H39N3O6 in total in a non-equilibrium geometry.

Structure (XYZ):
```
78
Properties=species:S:1:pos:R:3:forces:R:3:mulliken_charge:R:1
C -0.7479 -5.9555 -1.7972 0.9097 1.6196 -0.5729 -0.671
O 0.0048 -4.8700 -2.4246 -0.6087 -3.3798 -0.8354 -0.454
C -0.1170 -3.6026 -2.0351 -0.5689 3.0205 1.1766 0.363
C 1.0908 -2.7928 -2.2200 -2.5078 -1.0289 0.2786 0.351
O 1.0975 -1.5819 -2.3938 1.0649 0.5016 0.2808 -0.672
O 2.1602 -3.6181 -2.2892 1.1320 0.3694 -0.1720 -0.278
C 3.4367 -3.0314 -2.5614 -0.6034 0.0147 -0.0156 -0.704
C -1.4126 -2.9478 -1.9390 2.8142 -1.0154 -0.1624 0.602
O -1.6526 -1.8684 -1.4006 -0.4502 0.8901 0.1995 -0.648
O -2.3872 -3.7026 -2.4920 -1.1028 0.1406 -0.1217 -0.332
C -3.6439 -3.0287 -2.5387 0.1369 -0.0948 0.0627 -0.686
H -0.4047 -6.8343 -2.3419 -0.1616 -0.0835 0.2268 0.253
H -0.4787 -6.0057 -0.7353 -0.1245 -0.0956 -0.0087 0.248
H -1.8198 -5.7850 -1.9368 0.1846 -0.2256 0.1424 0.212
H 4.0768 -3.8701 -2.8267 0.0955 0.0946 0.0361 0.226
H 3.3768 -2.3197 -3.3923 0.0163 -0.0819 0.1930 0.290
H 3.8113 -2.5268 -1.6659 0.0705 0.0228 -0.1327 0.268
H -4.3302 -3.7354 -2.9968 -0.1082 0.0601 -0.0057 0.237
H -3.9730 -2.7518 -1.5309 -0.0335 -0.0271 -0.2329 0.278
H -3.5480 -2.1226 -3.1480 -0.1777 -0.1437 0.1230 0.243
C 0.3676 5.9423 0.5449 0.1345 0.0132 0.3490 -1.017
N -0.0138 4.6521 0.0095 -0.2667 0.0463 -0.5285 0.316
C -0.7002 4.5698 -1.1708 -0.3366 0.9445 -0.3751 0.163
O -1.0544 5.5270 -1.8536 0.4546 -1.3034 0.8087 -0.693
C -0.9287 3.0912 -1.4730 -0.6097 0.4119 -0.0058 0.175
C -0.1473 2.6245 -2.7063 0.3332 0.0227 -0.1000 -0.889
C -0.5999 3.3309 -3.9709 0.0969 -0.0636 0.0997 0.313
C -1.7643 2.9085 -4.6161 0.2010 0.3009 -0.0780 -0.275
C -2.2232 3.6041 -5.7399 0.0955 -0.0017 0.2252 -0.659
C -1.5231 4.7232 -6.2051 0.1537 -0.1527 0.1300 -0.462
C -0.3358 5.1203 -5.5774 -0.0922 -0.1670 0.1716 -0.623
C 0.1235 4.4246 -4.4601 -0.2755 -0.2250 -0.0622 -0.266
N -0.4640 2.4475 -0.2366 -0.0531 -2.1440 0.0272 0.632
C -0.5092 1.1018 -0.0991 -0.0356 1.4656 -0.7244 0.459
C -0.1006 0.4008 1.0282 0.4136 -0.8857 0.9074 -0.329
C -0.1121 -0.9883 1.1565 -0.3769 1.1261 -0.5876 0.310
C 0.1823 -1.6627 2.3887 0.4177 -0.5186 1.4873 0.241
C -0.0516 -3.0610 2.5635 -0.0088 0.8404 -0.8017 -0.777
C 0.2553 -3.7004 3.7471 0.3634 0.1945 1.0516 -0.201
C 0.8035 -2.9757 4.8434 -0.1925 0.6103 -1.0470 -0.129
N 1.1821 -3.6275 6.0226 -0.0967 -0.8071 0.4869 0.233
C 2.5524 -4.0670 6.2103 -0.2288 0.1069 -0.2493 -0.982
C 0.4035 -3.5095 7.2417 0.0555 0.1541 -0.3563 -0.972
C 0.9925 -1.5799 4.7015 -0.1020 -0.6227 0.1113 -0.228
C 0.6977 -0.9533 3.5106 -0.2512 0.0006 -0.5717 -0.846
C 0.1305 3.3901 0.7334 0.1943 0.4113 0.1333 0.106
C 1.6190 3.1022 0.9694 0.0114 -0.0180 -0.1800 -1.489
C -0.6868 3.4492 2.0302 -0.1447 0.0696 -0.0963 -1.599
H 0.1542 6.6998 -0.2109 -0.0068 -0.1999 0.0534 0.392
H -0.1943 6.1871 1.4538 0.0280 -0.0407 -0.1398 0.315
H 1.4356 5.9667 0.7844 -0.1191 -0.0146 -0.0672 0.317
H -2.0153 2.9294 -1.6089 0.4726 0.0023 0.0459 0.382
H 0.9164 2.8489 -2.5092 -0.3039 -0.2321 -0.1631 0.430
H -0.2622 1.5313 -2.7921 0.1333 0.3368 -0.0781 0.559
H -2.2950 2.0384 -4.2140 0.0880 0.3027 -0.3046 0.443
H -3.1333 3.2650 -6.2366 0.2538 0.1859 0.0784 0.371
H -1.8943 5.2852 -7.0623 0.0945 -0.1976 0.1921 0.365
H 0.2370 5.9773 -5.9347 -0.2651 -0.2208 0.0035 0.354
H 1.0367 4.7288 -3.9395 -0.3110 -0.0325 -0.2488 0.308
H -0.9230 0.5570 -0.9476 0.0606 -0.1103 0.0584 0.828
H 0.2353 1.0028 1.8665 -0.1573 -0.3782 -0.1664 -0.759
H -0.3886 -1.5878 0.2888 -0.1884 0.0211 -0.1653 0.131
H -0.4899 -3.6140 1.7289 0.2171 0.1095 0.1757 0.511
H 0.0796 -4.7751 3.8829 0.0951 0.5097 -0.1370 0.427
H 3.0667 -4.0548 5.2447 0.0044 -0.0720 0.2171 0.307
H 3.0936 -3.4177 6.9148 0.0402 -0.0145 -0.0870 0.321
H 2.5642 -5.0875 6.6123 0.0969 0.0895 -0.0601 0.323
H -0.5961 -3.1366 6.9983 0.1469 -0.0922 0.1373 0.298
H 0.3126 -4.4955 7.7155 -0.0610 0.1468 -0.0155 0.320
H 0.8762 -2.8306 7.9670 -0.0946 0.0231 -0.0012 0.320
H 1.3893 -1.0069 5.5426 -0.0793 -0.2146 -0.2435 0.390
H 0.8789 0.1188 3.4318 0.0066 -0.3062 0.0601 0.294
H 2.1580 3.1696 0.0137 -0.1328 -0.0216 0.2912 0.321
H 2.0269 3.8422 1.6666 -0.0550 -0.1541 -0.1346 0.473
H 1.7774 2.1050 1.3834 0.0716 0.2133 -0.0261 0.417
H -1.6964 3.8150 1.7992 0.2444 -0.0782 0.1094 0.387
H -0.7788 2.4696 2.4994 0.0130 0.1946 0.0260 0.350
H -0.2057 4.1351 2.7351 -0.1238 -0.1217 -0.0950 0.466
```
Positions in Å, forces in eV/Å.

The value obtained for the frontier orbital gap is 3.28 eV. As for the multiplicity: 1.


[2]
Density functional theory data (ωB97M-V/def2-TZVPD) for a structure of composition C30H39N5OZn in a non-equilibrium geometry.

Structure (XYZ):
```
76
Properties=species:S:1:pos:R:3:forces:R:3:mulliken_charge:R:1
Zn -0.5135 -0.2164 0.4344 0.0541 -0.7754 0.2316 0.842
N 0.1846 -3.4347 2.6514 0.1624 -1.1083 0.6765 -0.347
N -0.0750 -2.2261 -1.0905 -0.0056 -0.6445 -1.2016 0.027
C 0.9321 1.9794 -0.7275 0.1040 -0.6386 1.0318 0.915
C 2.0812 1.2282 -0.3699 -0.8825 0.5422 0.8182 0.172
C 1.9541 0.8185 0.9803 -1.1426 0.9082 -0.3187 -0.238
C 2.9466 0.0895 1.8034 0.2201 -0.3003 0.2735 -1.622
H 3.8226 -0.1898 1.2064 -0.0448 0.0015 0.1482 0.410
H 2.5180 -0.8307 2.2292 0.1081 0.1519 -0.0625 0.260
H 3.2889 0.7111 2.6446 0.0895 -0.1101 -0.0649 0.312
C 0.6878 1.2813 1.4728 1.0014 0.5282 -1.2241 1.263
C 0.3798 1.5262 2.9034 -0.2883 -0.1789 0.4168 -1.471
H 0.7729 2.5039 3.2315 -0.0297 -0.0812 -0.0866 0.260
H 0.8388 0.7602 3.5382 -0.1317 0.1429 -0.0494 0.385
H -0.7016 1.5213 3.0799 0.2232 -0.0379 0.1205 0.288
C 0.0076 1.9415 0.3631 1.5359 0.2316 0.1533 0.815
C -1.1870 2.8140 0.5152 -0.4175 0.1728 0.0817 -1.721
H -1.8910 2.3805 1.2374 0.0200 0.1707 -0.1539 0.252
H -1.7121 2.9298 -0.4430 -0.0126 0.0413 0.2054 0.483
H -0.9144 3.8215 0.8711 -0.1026 -0.0856 -0.0371 0.335
C 3.2724 1.0019 -1.2223 0.3358 -0.1653 -0.2547 -1.968
H 4.0344 1.7794 -1.0554 0.0093 -0.1212 -0.1316 0.250
H 3.0084 1.0196 -2.2876 0.1202 -0.0101 0.1082 0.331
H 3.7347 0.0311 -0.9977 -0.0105 0.1435 -0.1660 0.404
C 0.7767 2.7855 -1.9574 -0.1558 -0.0286 -0.5442 -1.345
H -0.2712 3.0647 -2.1187 0.1715 -0.0055 -0.0790 0.285
H 1.1121 2.2260 -2.8405 -0.0764 0.2054 -0.0638 0.106
H 1.3672 3.7160 -1.9078 -0.1047 -0.0982 -0.0573 0.309
C -0.3800 -4.3452 3.4152 -0.0447 -0.0974 -0.5822 -0.365
H 0.0790 -4.4598 4.4045 -0.2381 -0.2125 -0.1581 0.383
C -1.4898 -5.1043 3.0096 -0.0016 -0.2166 0.7234 -0.372
H -1.8798 -5.8291 3.7178 -0.2496 0.0167 -0.1864 0.285
C -2.0388 -4.8861 1.7419 0.4370 0.3906 -0.1464 -0.368
H -2.9201 -5.4555 1.4226 0.3567 0.2164 0.0303 0.253
C -1.4548 -3.9287 0.9173 -0.2214 0.3778 0.3743 -0.389
H -1.8429 -3.7109 -0.0798 0.1044 -0.0434 0.3910 0.188
C -0.3460 -3.1566 1.4291 0.5828 0.0012 0.4574 0.361
C 0.3253 -2.0289 0.8925 -0.3806 0.3133 -0.3057 0.470
H 1.4144 -2.1482 0.8007 -0.2631 0.0885 0.5990 0.655
C -0.5263 -1.0676 -1.5265 0.4605 -0.1121 -0.0198 -0.843
C 0.3102 -3.0250 -2.1275 -0.4190 0.3828 -0.0997 -1.561
H 0.7177 -3.9840 -1.8769 0.0389 -0.4413 -0.4213 0.496
C 0.0661 -2.3730 -3.2942 0.1182 0.0941 0.5998 -0.487
H 0.1730 -2.7055 -4.3079 -0.0627 0.1439 -0.1945 0.759
N -0.4143 -1.1076 -2.9097 -0.0961 -0.7015 0.0292 0.738
C -0.5724 -0.0001 -3.7572 0.0739 0.1110 -0.1042 0.684
C 0.4215 0.2722 -4.7117 -0.7854 0.3746 0.1357 0.968
C 0.2040 1.3438 -5.5825 -0.1997 -0.1688 0.3038 -0.990
H 0.9532 1.5385 -6.3520 -0.1651 0.1223 0.1436 0.277
C -0.9286 2.1528 -5.4703 0.0216 -0.2922 0.1981 0.983
C -1.1401 3.2772 -6.4339 -0.0665 0.2572 -0.2274 -1.610
H -1.6984 4.0900 -5.9602 0.0846 -0.0144 -0.1085 0.371
H -1.7083 2.9527 -7.3156 0.0539 0.0461 0.1019 0.297
H -0.1789 3.6646 -6.7859 -0.1378 0.0510 0.0150 0.365
C -1.8635 1.8956 -4.4619 0.4165 -0.3200 -0.0073 -1.229
H -2.7492 2.5241 -4.3558 0.2151 -0.0575 -0.0461 0.251
C -1.6985 0.8193 -3.5863 0.3227 -0.1001 -0.5809 1.349
C -2.7066 0.5165 -2.5280 -0.6978 0.5052 0.3883 -1.165
H -3.1332 -0.4938 -2.6124 0.2986 0.1919 0.0533 0.305
H -3.5300 1.2350 -2.6270 0.0262 -0.1344 0.0534 0.434
H -2.2846 0.6176 -1.5136 -0.2222 -0.0839 -0.5730 -0.188
C 1.7004 -0.5007 -4.7706 0.6593 -0.0132 -0.5061 -1.781
H 1.5640 -1.5409 -5.0912 0.1383 0.3624 0.1694 0.393
H 2.2615 -0.4954 -3.8218 -0.4195 -0.1029 -0.2028 0.231
H 2.3345 -0.0176 -5.5226 0.0706 -0.0689 0.0874 0.383
C -0.7731 -1.2224 4.5238 -0.1584 0.1731 -0.1295 -0.791
N -2.0731 -1.5621 3.9604 0.0942 0.0400 0.0992 1.442
C -2.5481 -1.0900 2.7905 0.0261 0.8285 -1.1520 -4.439
N -3.8098 -1.4567 2.4656 0.3310 -0.1178 -0.0630 0.642
O -1.9189 -0.3236 2.0053 -0.5673 -0.5488 1.2097 -0.242
H 0.0203 -1.3627 3.7802 -0.2684 0.0010 0.0973 0.083
H -0.5800 -1.8992 5.3614 -0.0451 0.0589 -0.1469 0.301
H -0.7608 -0.1883 4.8917 0.0040 -0.2012 -0.0315 0.338
H -2.7343 -2.0795 4.5330 0.2918 0.1523 -0.1847 -0.028
H -4.1914 -1.0844 1.6081 -0.0708 -0.0755 0.2074 -0.176
H -4.3789 -2.0072 3.0887 -0.1962 -0.0268 -0.0602 0.346
```
Positions in Å, forces in eV/Å.

Its total charge is -2. The value obtained for the frontier orbital gap (alpha / beta) is 2.59 / 1.60 eV. As for the multiplicity: 1. As for the energy relative to the best compared isomer or geometry (same formula, charge and spin): 0.0 kcal per mole.


[3]
Density functional theory data (ωB97M-V/def2-TZVPD) for a structure of composition C30H40AlBeBrFInKN2O8 in a non-equilibrium geometry.

Structure (XYZ):
```
86
Properties=species:S:1:pos:R:3:forces:R:3:mulliken_charge:R:1
C -5.0960 1.2459 4.1498 1.4579 0.2417 -0.0834 -1.101
C -4.9115 2.7185 3.7538 -0.8924 -0.1414 -1.6114 -0.101
C -6.1371 3.0738 2.7886 1.0627 -0.3502 1.3966 -0.855
O -5.7737 2.8770 1.3747 -2.9677 -5.4944 1.4839 -0.662
C -6.9416 3.1117 0.4987 -0.1985 -0.2397 -0.6822 -1.106
In -7.4243 1.4366 -0.9277 -1.2485 1.1413 -0.1310 0.592
C -5.8935 -0.2516 -1.2177 1.6567 -2.1514 -1.0071 -0.974
C -4.8111 0.2201 -2.1725 -1.0138 0.5879 0.0809 -0.693
C -3.4899 -0.6524 -2.0086 0.2869 -0.1409 -0.0101 -1.065
C -2.2429 0.1356 -1.8100 -1.1693 -0.1628 1.1484 -0.172
N -1.8563 0.3986 -0.4478 -0.5083 0.4962 -3.0929 0.510
C -0.6730 1.0640 -0.2289 0.6861 0.1958 -0.1062 -1.222
C -0.5494 1.1427 1.1024 0.8014 0.5186 2.2826 -0.499
C -1.6502 0.5122 1.6894 -0.7070 -0.2091 -0.0034 -0.332
C -2.4871 0.0761 0.6813 0.1214 -0.5384 1.4612 -0.701
H -6.1289 1.0496 4.4175 0.0531 -0.1664 0.1488 0.455
H -4.4310 0.9883 4.9849 -0.3396 0.0069 0.0541 0.261
H -4.7810 0.6060 3.3196 -0.3873 -0.0579 -0.0368 0.145
H -4.8922 3.3642 4.6304 -0.3028 0.0798 -0.0512 0.378
H -3.9712 2.9292 3.1868 -0.4446 -0.3943 0.4281 0.137
H -6.9455 2.4003 3.0545 -0.2778 0.2691 -0.2076 0.499
H -6.4211 4.1479 3.0421 -0.3736 -1.3769 -0.4747 0.597
H -6.8167 4.0676 -0.1096 -0.0402 -1.1023 0.6551 0.488
H -7.8215 3.2539 1.1281 -0.0084 0.0489 -0.0577 0.436
H -8.8618 0.6055 -0.2745 0.6904 -0.2985 0.1333 -0.104
H -7.6543 2.1770 -2.5060 0.5034 -0.2614 0.1704 -0.182
H -5.5274 -0.6861 -0.2837 -0.4273 0.7700 0.5163 0.421
H -6.4398 -1.0510 -1.7208 -0.4538 0.1642 0.2590 0.514
H -4.6064 1.2881 -2.0961 0.3254 -0.0677 0.0058 0.529
H -5.2045 0.0129 -3.1647 0.1146 0.4628 -0.1557 0.405
H -3.3798 -1.1789 -2.9572 -0.2217 0.0522 -0.0444 0.556
H -3.5889 -1.4440 -1.2661 0.0035 0.0493 0.0745 0.730
H -2.2082 1.0398 -2.4213 0.5497 -0.0708 -0.0655 0.472
H -1.3313 -0.5497 -2.2008 0.2460 -1.1550 -0.5168 -0.217
H 0.0639 1.4485 -0.9444 -0.3308 0.0603 -0.2660 0.740
H 0.2293 1.5764 1.7103 0.3129 0.3227 -0.5751 0.771
H -1.8316 0.3869 2.7526 -0.9935 0.1922 -0.9647 0.741
H -3.4177 -0.4442 0.7886 -0.1366 -0.0887 -0.4085 0.563
C 4.5970 -0.2360 5.4648 0.2165 -0.1779 0.4287 -0.815
O 4.2970 -0.2566 4.0340 -0.0651 0.8637 0.4786 -0.374
C 3.0379 -0.6775 3.7293 -0.1550 -0.4063 -0.4642 0.624
O 2.1908 -0.9970 4.5220 0.1196 0.3872 0.1234 -0.522
O 2.9276 -0.6704 2.4192 0.1036 0.1590 0.0828 -0.183
C 1.6504 -1.1022 1.9299 -0.2936 -0.4349 -0.2348 0.297
H 5.6260 0.1058 5.5697 0.0288 -0.0710 -0.2201 0.308
H 3.9341 0.4542 5.9907 -0.1353 -0.1541 -0.0120 0.456
H 4.5154 -1.2351 5.8831 -0.1115 0.0013 -0.0499 0.338
H 0.8663 -0.4363 2.2914 0.1670 -0.0817 0.0056 -0.662
H 1.4495 -2.1315 2.2224 0.0710 0.0056 0.0375 0.304
H 1.6768 -1.0497 0.8458 0.1639 0.1248 0.0227 0.296
Be 4.4796 1.9485 3.9833 0.0546 -0.3757 -0.3767 0.581
Br -0.7304 -2.3700 -2.5123 0.0370 0.8664 0.1892 -0.167
K -5.2419 4.7458 1.3534 3.6729 8.6105 -1.0958 1.009
C 4.7743 -1.3952 -7.1774 -0.0349 -0.1159 -0.0040 -0.511
C 4.2487 -2.5024 -6.5029 -0.0274 0.0398 0.2374 -0.505
C 4.0624 -2.4635 -5.1210 -0.0189 -0.2926 -0.3686 -0.568
C 4.4100 -1.3307 -4.4134 0.1050 0.2922 0.0694 0.234
C 4.9602 -0.2242 -5.0881 -0.0165 -0.0648 -0.0244 0.291
C 5.1287 -0.2640 -6.4770 -0.0168 0.1250 0.0931 -0.641
C 5.3851 0.9890 -4.3432 0.1848 0.1179 -0.3558 0.560
O 5.8541 1.9424 -4.9164 -0.0165 0.0523 0.1005 -0.596
C 5.2278 0.9978 -2.8578 0.0040 -0.0921 0.0498 0.263
C 5.6674 2.0881 -2.1383 -0.0150 0.2317 0.1368 -0.600
C 5.5121 2.1123 -0.7495 -0.0487 0.0031 -0.0462 -0.413
C 4.9058 1.0363 -0.0890 -0.0234 0.0523 -0.0336 0.121
C 4.4717 -0.0535 -0.8011 0.0677 -0.0622 0.2307 -0.800
C 4.6374 -0.0872 -2.1931 0.0187 0.0307 -0.0593 0.127
C 4.1922 -1.2940 -2.9448 -0.2535 -0.2729 -0.0666 0.662
O 3.6678 -2.2173 -2.3600 -0.0181 0.0346 0.1356 -0.687
H 4.9081 -1.4284 -8.2501 0.0079 -0.0265 0.0051 0.439
H 3.9835 -3.3946 -7.0545 -0.0124 0.0158 0.0005 0.433
H 3.6515 -3.3200 -4.6047 0.0064 0.0479 0.0716 0.524
H 5.5397 0.5914 -6.9954 0.0319 0.0543 0.1294 0.506
H 6.1329 2.9211 -2.6476 -0.0233 -0.0493 -0.0910 0.539
H 5.8611 2.9682 -0.1870 0.0315 -0.0043 -0.0325 0.427
H 4.7798 1.0588 0.9875 -0.0526 0.0446 -0.0237 -0.018
H 4.0081 -0.8887 -0.2943 0.0109 -0.0946 -0.1613 0.733
C 2.5391 -5.4744 2.7202 0.0877 -0.1063 0.0442 -0.729
N 1.5081 -5.4544 1.6445 -0.0526 -0.1224 -0.0768 0.866
O 0.9595 -6.4925 1.3761 -0.0167 0.1473 -0.0408 -0.482
O 1.2872 -4.3790 1.0996 0.0546 0.0260 0.2431 -0.502
H 2.6215 -6.4858 3.1004 -0.0545 -0.0119 -0.0504 0.321
H 3.4767 -5.1474 2.2793 -0.0357 0.0702 -0.0036 0.282
H 2.2119 -4.7918 3.4999 0.0214 0.0497 -0.0477 0.246
F 0.9425 2.9780 -0.8599 -0.0556 -0.3399 0.1485 -0.598
Al -0.8875 0.2165 4.3367 0.8578 -0.2883 1.1289 0.634
```
Positions in Å, forces in eV/Å.

Its total charge is +3. The value obtained for the frontier orbital gap is 1.66 eV. As for the multiplicity: 1. As for the energy relative to the best compared isomer or geometry (same formula, charge and spin): 0.0 kcal per mole.